{
  "formula": "C3H5O2S",
  "method": "ωB97M-V/def2-TZVPD",
  "elements": ["O", "C", "O", "C", "C", "S", "H", "H", "H", "H", "H"],
  "positions_angstrom": [[-1.10010, 0.54730, 2.01365], [-0.44606, -0.33362, 1.41756], [-0.67078, -1.54107, 1.28115], [0.86848, 0.19549, 0.68289], [0.48996, 0.95923, -0.56881], [0.25541, 0.03848, -2.13742], [1.35993, -0.75190, 0.46753], [1.45662, 0.84620, 1.32524], [1.09873, 1.82612, -0.82450], [-0.52198, 1.36973, -0.48088], [1.46918, -0.45394, -2.39738]],
  "forces_ev_per_angstrom": [[-0.19, 0.13, 0.09], [0.57, 1.04, -0.10], [-0.12, -0.62, 0.04], [-0.85, -0.95, 0.07], [-0.42, 0.33, -0.86], [-0.32, -0.14, -0.02], [0.63, 0.30, -0.24], [0.03, -0.06, 0.20], [0.34, -0.12, 0.25], [0.05, 0.00, 0.32], [0.27, 0.09, 0.26]],
  "mulliken_charge": [-0.735, 0.471, -0.702, -0.356, -0.691, -0.237, 0.236, 0.293, 0.368, 0.288, 0.065],
  "orbital_gap_ev": 7.3,
  "e_lumo_ev": 3.34,
  "relative_energy_kcal_mol": 8.95,
  "homo_energy_ha": -0.145,
  "smiles": "O=C([O-])CCS",
  "mol_weight_g_mol": 105.1,
  "total_charge": -1
}

***

{
  "formula": "C3H5O2SSi",
  "method": "ωB97M-V/def2-TZVPD",
  "elements": ["C", "C", "C", "O", "O", "Si", "S", "H", "H", "H", "H", "H"],
  "positions_angstrom": [[-2.54016, 0.77688, 0.00767], [-2.68480, -0.15464, -0.77168], [0.82808, -1.24277, 1.01400], [1.26829, -1.06643, -0.24608], [0.62140, -2.34291, 1.39258], [1.57444, 0.59479, -0.47265], [0.77220, 0.22996, 1.87383], [-2.29787, 1.41598, 0.77905], [-2.47295, -0.93947, -1.34567], [2.76219, 0.93004, 0.10934], [1.96624, 0.31603, -1.81447], [0.20294, 1.48253, -0.52594]],
  "forces_ev_per_angstrom": [[-0.57, -3.27, -2.57], [0.21, 4.70, 3.72], [0.67, 0.55, -0.37], [-0.07, 0.53, -0.62], [-0.86, -2.60, 1.13], [-4.02, -0.45, -0.03], [-0.29, 0.91, 1.06], [0.14, 1.17, 1.01], [0.23, -2.67, -2.16], [2.27, 1.33, 1.01], [0.32, 0.37, -1.79], [1.95, -0.57, -0.40]],
  "mulliken_charge": [-0.457, -0.366, 0.617, -0.342, -0.601, 0.524, -0.546, 0.422, 0.393, -0.191, -0.311, -0.141],
  "orbital_gap_ev": 7.6,
  "e_lumo_ev": 3.61,
  "relative_energy_kcal_mol": 14.61,
  "homo_energy_ha": -0.147,
  "mol_weight_g_mol": 133.2,
  "total_charge": -1
}

***

{
  "formula": "C3H5O3",
  "method": "ωB97M-V/def2-TZVPD",
  "elements": ["O", "C", "C", "H", "H", "H", "H", "O", "C", "O", "H"],
  "positions_angstrom": [[0.14612, 1.92226, -2.04428], [-0.12520, 0.88014, -1.44567], [-1.04791, 0.82933, -0.30770], [0.11918, -0.05676, -2.05130], [-0.81155, 0.17154, 0.55706], [-2.01326, 0.39349, -0.66567], [-1.24544, 1.94126, -0.12491], [2.13798, -0.85414, 0.87198], [1.25316, -1.50387, 1.50540], [0.76173, -1.28081, 2.68917], [0.82520, -2.44243, 1.01592]],
  "forces_ev_per_angstrom": [[-0.09, -1.01, 1.31], [0.27, 0.10, -3.34], [-1.34, 0.95, 0.82], [0.07, 0.44, 1.31], [0.45, 0.83, -0.41], [0.60, 0.30, -0.14], [0.18, -1.64, 0.57], [-1.40, -0.93, 0.64], [0.05, 0.87, 1.93], [0.94, -0.39, -2.70], [0.26, 0.48, 0.01]],
  "mulliken_charge": [-0.523, 0.247, -0.673, 0.256, 0.227, 0.214, 0.229, -0.637, 0.045, -0.685, 0.299],
  "orbital_gap_ev": 8.0,
  "e_lumo_ev": 3.83,
  "relative_energy_kcal_mol": 19.06,
  "homo_energy_ha": -0.152,
  "mol_weight_g_mol": 89.1,
  "total_charge": -1
}

***

{
  "formula": "C3H5O3",
  "method": "ωB97M-V/def2-TZVPD",
  "elements": ["C", "C", "O", "H", "H", "H", "H", "O", "C", "O", "H"],
  "positions_angstrom": [[1.97594, 0.46036, -0.97588], [0.81754, -0.20664, -1.09167], [0.30303, -1.03827, -0.15903], [2.45666, 0.61524, -1.94060], [2.42735, 0.94612, -0.12654], [0.37477, -0.28373, -2.08745], [-0.68701, -0.79106, -0.08016], [-2.13196, -0.42339, 0.48903], [-1.95086, 0.09274, 1.64007], [-2.67843, 0.11786, 2.62575], [-0.90702, 0.51078, 1.70648]],
  "forces_ev_per_angstrom": [[-0.29, 0.38, -1.15], [1.18, -1.32, 0.37], [-0.64, 1.61, -0.28], [-0.15, 0.80, 0.11], [0.11, -0.81, 0.49], [-0.04, -0.17, 0.00], [-0.29, -0.46, 0.60], [-0.32, -0.01, 0.01], [1.02, -0.45, -0.70], [-0.39, 0.17, 0.11], [-0.19, 0.26, 0.44]],
  "mulliken_charge": [-0.689, 0.012, -0.477, 0.204, 0.279, 0.241, 0.438, -0.739, 0.189, -0.601, 0.143],
  "orbital_gap_ev": 8.7,
  "e_lumo_ev": 4.04,
  "relative_energy_kcal_mol": 18.92,
  "homo_energy_ha": -0.170,
  "mol_weight_g_mol": 89.1,
  "total_charge": -1
}

***

{
  "formula": "C3H5O3",
  "method": "ωB97M-V/def2-TZVPD",
  "elements": ["C", "C", "C", "O", "O", "O", "H", "H", "H", "H", "H"],
  "positions_angstrom": [[-3.20445, 0.65244, 0.17366], [0.89302, 0.41138, -0.08731], [1.89141, -0.59053, 0.05326], [-0.37379, 0.24716, -0.08046], [-0.88230, -1.02616, 0.09329], [-2.90373, -0.42690, 0.16712], [-3.09052, 1.76213, 0.13169], [1.00998, 1.52148, -0.37012], [2.34036, -0.64346, -0.87757], [1.48984, -1.62132, 0.20148], [2.83020, -0.28623, 0.59497]],
  "forces_ev_per_angstrom": [[1.30, -0.07, -0.21], [-2.24, 2.86, -0.64], [0.58, -1.35, 1.60], [1.11, -0.32, 0.04], [0.77, -0.07, 0.08], [-1.64, 0.87, 0.15], [-0.39, -0.87, 0.10], [0.68, -1.78, 0.72], [0.86, -0.09, -2.66], [0.31, 1.04, 0.55], [-1.32, -0.23, 0.27]],
  "mulliken_charge": [0.416, 0.271, -0.901, 0.015, -0.510, 0.030, 0.382, 0.299, 0.336, 0.315, 0.347],
  "orbital_gap_ev": 7.9,
  "e_lumo_ev": -5.95,
  "relative_energy_kcal_mol": 133.92,
  "homo_energy_ha": -0.510,
  "mol_weight_g_mol": 89.1,
  "total_charge": 1
}

***

{
  "formula": "C3H5O3",
  "method": "ωB97M-V/def2-TZVPD",
  "elements": ["C", "C", "C", "O", "O", "O", "H", "H", "H", "H", "H"],
  "positions_angstrom": [[-0.67053, -0.20315, -1.18271], [-0.28194, -0.54253, 0.39050], [1.08807, 0.13509, 0.32475], [-1.23897, 0.11079, 1.06141], [-1.28486, 1.38690, 1.05186], [-1.21982, 0.77454, -1.48687], [-0.25940, -1.05625, -1.68492], [-0.42115, -1.55232, 0.42331], [1.15957, 1.21266, 0.39065], [1.59772, -0.13399, -0.63796], [1.53133, -0.13174, 1.34998]],
  "forces_ev_per_angstrom": [[-0.95, 0.89, -0.15], [1.10, 4.82, -1.17], [1.13, -0.95, 1.35], [-1.74, -0.04, 1.43], [0.65, -0.78, -0.52], [0.30, -0.41, 0.04], [0.17, -0.48, -1.15], [-0.08, -2.76, 0.88], [-1.07, 0.36, -0.34], [0.22, -0.30, 1.42], [0.27, -0.34, -1.79]],
  "mulliken_charge": [0.063, 0.182, -1.024, 0.095, -0.123, -0.186, 0.431, 0.425, 0.378, 0.418, 0.341],
  "orbital_gap_ev": [8.2, 9.1],
  "e_lumo_ev": [-8.97, -7.46],
  "relative_energy_kcal_mol": 139.26,
  "homo_energy_ha": [-0.631, -0.609],
  "mol_weight_g_mol": 89.1,
  "total_charge": 1
}

***

{
  "formula": "C3H5O3P",
  "method": "ωB97M-V/def2-TZVPD",
  "elements": ["C", "C", "C", "O", "O", "O", "P", "H", "H", "H", "H", "H"],
  "positions_angstrom": [[0.89946, -0.35273, -0.97132], [-0.22037, -1.21971, -0.33037], [-0.32428, 0.30611, -0.46510], [0.36409, 2.47881, 1.25499], [-1.66740, 0.99514, 1.82270], [0.61565, -0.01449, 1.99340], [-0.24079, 1.03629, 1.28981], [1.86606, -0.08873, -0.58667], [0.94555, -0.43524, -2.03093], [-0.72915, -1.95346, -0.94816], [-0.26033, -1.53260, 0.70369], [-1.24848, 0.78061, -1.73205]],
  "forces_ev_per_angstrom": [[-0.51, -0.52, 0.23], [0.17, 0.64, -0.53], [-2.13, 0.15, -2.34], [-0.38, -1.72, -0.67], [-0.37, 0.06, -0.58], [0.66, 0.07, -0.50], [-0.34, 2.22, 1.68], [0.18, -0.20, 0.84], [-0.06, -0.29, -0.90], [-0.10, 0.39, -0.63], [0.75, 0.21, 0.07], [2.14, -1.01, 3.33]],
  "mulliken_charge": [-0.642, -0.712, -0.086, -0.861, -0.835, -0.777, 0.715, 0.216, 0.292, 0.229, 0.213, 0.249],
  "orbital_gap_ev": 6.0,
  "e_lumo_ev": 7.02,
  "relative_energy_kcal_mol": 49.44,
  "homo_energy_ha": 0.039,
  "mol_weight_g_mol": 120.0,
  "total_charge": -2
}

***

{
  "formula": "C3H5O3Rb",
  "method": "ωB97M-V/def2-TZVPD",
  "elements": ["H", "O", "C", "C", "O", "O", "C", "H", "H", "H", "H", "Rb"],
  "positions_angstrom": [[1.19381, -1.78560, -0.21664], [0.07826, 1.26337, -0.33220], [0.35695, 1.33575, 1.06271], [-1.00246, 0.39844, -0.64627], [1.52228, 1.69218, 1.22851], [0.62832, -1.01424, 0.40977], [-0.76319, -0.91270, 0.10147], [-1.10570, 0.26739, -1.72988], [-1.93230, 0.86798, -0.29172], [-1.17410, -1.78727, -0.41494], [-1.14739, -0.82150, 1.12653], [3.34551, 0.49621, -0.29733]],
  "forces_ev_per_angstrom": [[-3.07, 3.14, 2.47], [0.18, 0.06, -1.77], [-0.13, 0.38, 0.96], [-0.18, 0.57, 0.70], [0.26, 0.31, -0.03], [3.68, -4.47, -2.91], [-0.12, -0.01, 0.67], [0.41, 0.12, 0.13], [-0.02, -0.28, -0.03], [0.16, 0.06, 0.14], [-0.53, -0.11, -0.57], [-0.65, 0.22, 0.23]],
  "mulliken_charge": [0.295, -0.108, -0.692, -0.258, -0.456, -0.527, -0.340, 0.263, 0.230, 0.384, 0.251, 0.956],
  "orbital_gap_ev": 4.9,
  "e_lumo_ev": -0.89,
  "relative_energy_kcal_mol": 6.02,
  "homo_energy_ha": -0.212,
  "mol_weight_g_mol": 174.5
}

***

{
  "formula": "C3H5O3S",
  "method": "ωB97M-V/def2-TZVPD",
  "elements": ["C", "C", "C", "O", "O", "O", "S", "H", "H", "H", "H", "H"],
  "positions_angstrom": [[1.56256, 1.89940, -1.65499], [-0.97401, -0.08094, 0.25979], [0.44691, -0.26661, -0.07158], [1.71114, 3.06933, -1.96341], [2.44050, 0.89059, -2.01405], [0.57454, 1.47887, -1.03433], [0.74617, -1.61907, -0.92570], [-1.23536, 0.49010, 1.15533], [-1.42000, -1.16694, 0.34568], [-1.43844, 0.37266, -0.62754], [1.43278, 0.10517, 0.42008], [1.94516, 0.11997, -1.92322]],
  "forces_ev_per_angstrom": [[0.62, 0.48, -0.93], [-1.89, -1.46, 0.60], [2.82, 1.07, 0.81], [1.24, 0.14, -0.44], [1.89, 3.20, -0.72], [-2.65, -1.05, 1.54], [0.71, -1.80, -1.48], [0.24, 0.12, -0.15], [0.70, 2.22, 0.01], [0.06, -0.01, 0.42], [-2.53, -0.23, -0.05], [-1.20, -2.68, 0.40]],
  "mulliken_charge": [0.737, -1.107, 0.177, -0.693, -0.449, -0.583, -0.538, 0.270, 0.312, 0.273, 0.353, 0.250],
  "orbital_gap_ev": 7.8,
  "e_lumo_ev": 3.58,
  "relative_energy_kcal_mol": 11.41,
  "homo_energy_ha": -0.156,
  "mol_weight_g_mol": 121.1,
  "total_charge": -1
}

***

{
  "formula": "C3H5O3Yb",
  "method": "ωB97M-V/def2-TZVPD",
  "elements": ["H", "C", "C", "O", "C", "O", "Yb", "O", "H", "H", "H", "H"],
  "positions_angstrom": [[1.80073, -1.59556, -0.24727], [1.01460, -0.86535, -0.05785], [0.11272, -0.70919, -1.07988], [-1.24057, -0.64838, -0.92570], [-1.68945, 0.36981, -0.13385], [-3.03305, 0.40661, -0.28845], [-0.04931, 1.36194, 1.23600], [2.05391, 1.54056, 0.82318], [1.29645, -0.58811, 0.95762], [2.81867, 1.14666, 1.24264], [0.34459, -1.16321, -2.04657], [-3.42929, 0.74423, 0.52012]],
  "forces_ev_per_angstrom": [[0.49, 0.76, -0.99], [0.24, -1.06, -1.33], [0.40, -2.86, 2.02], [0.02, 1.34, -1.38], [0.43, 0.42, 1.15], [-1.10, -0.28, -0.20], [0.89, 0.52, -0.01], [-0.42, 0.37, 0.73], [-1.40, 0.37, 0.05], [0.26, 0.17, -0.20], [0.10, 0.21, 0.34], [0.09, 0.04, -0.20]],
  "mulliken_spin": [0.002, 0.050, -0.031, 0.048, 0.706, 0.082, 0.133, 0.002, 0.009, -0.001, 0.004, -0.004],
  "spin_multiplicity": 2,
  "orbital_gap_ev": [4.4, 6.6],
  "e_lumo_ev": [-0.87, -0.94],
  "relative_energy_kcal_mol": 22.05,
  "homo_energy_ha": [-0.195, -0.279],
  "mol_weight_g_mol": 262.1
}

***

{
  "formula": "C3H5O3Zn",
  "method": "ωB97M-V/def2-TZVPD",
  "elements": ["H", "O", "C", "C", "O", "O", "C", "H", "H", "H", "H", "Zn"],
  "positions_angstrom": [[-0.85461, 4.17564, 0.72473], [1.08268, -0.03805, 0.66246], [0.01148, 0.67100, 0.43266], [0.95101, -1.34324, 0.05792], [0.06141, 1.91014, 0.33014], [-0.94769, -0.01081, -0.15275], [-0.52276, -1.37541, -0.36726], [1.20351, -2.09168, 0.81388], [1.64780, -1.39752, -0.78475], [-1.14421, -2.02017, 0.26217], [-0.66581, -1.61365, -1.42493], [-0.82279, 3.13375, -0.55427]],
  "forces_ev_per_angstrom": [[-0.50, 0.16, -1.37], [-0.11, 0.51, 0.87], [1.50, -0.34, -3.26], [-0.08, -0.57, 0.20], [1.37, -3.54, 2.49], [-0.46, 0.39, 0.48], [-0.14, -0.62, 0.21], [-0.04, 0.16, -0.24], [-0.11, 0.11, 0.26], [0.16, 0.12, -0.21], [-0.03, 0.11, 0.28], [-1.57, 3.50, 0.29]],
  "mulliken_charge": [0.063, -0.254, 1.134, -0.216, -0.411, -0.358, -0.242, 0.273, 0.266, 0.289, 0.266, 0.190],
  "orbital_gap_ev": 8.9,
  "e_lumo_ev": -5.66,
  "relative_energy_kcal_mol": 33.79,
  "homo_energy_ha": -0.536,
  "mol_weight_g_mol": 154.5,
  "total_charge": 1
}

***

{
  "formula": "C3H5O4P",
  "method": "ωB97M-V/def2-TZVPD",
  "elements": ["C", "C", "C", "O", "O", "O", "O", "P", "H", "H", "H", "H", "H"],
  "positions_angstrom": [[1.31424, 1.11669, 0.28423], [0.14756, 0.76886, -0.23654], [-1.52358, -0.86493, 0.19866], [-2.42241, 1.41878, -0.70314], [0.02244, 0.17483, -1.46394], [-0.75019, -1.53430, 1.04432], [-2.19641, -1.36316, -0.66563], [-1.51282, 0.95732, 0.53948], [2.23869, 0.90843, -0.23598], [1.37963, 1.61069, 1.23107], [0.88650, 0.05571, -1.87950], [-0.77654, -2.48998, 0.87973], [-2.52416, 0.70620, -1.35874]],
  "forces_ev_per_angstrom": [[-0.08, 0.02, -0.03], [0.49, 0.80, -0.51], [-1.55, -0.52, 0.25], [-0.37, 0.00, -0.30], [0.26, 0.00, -0.28], [0.46, -0.37, 0.53], [0.01, -0.12, 0.00], [0.86, -0.15, 0.21], [0.14, -0.05, -0.03], [-0.06, 0.16, 0.32], [-0.04, 0.11, 0.09], [-0.16, 0.10, -0.24], [0.04, 0.04, -0.01]],
  "mulliken_charge": [-0.835, 0.672, 0.686, -0.475, -0.469, -0.423, -0.569, -0.044, 0.221, 0.276, 0.268, 0.340, 0.353],
  "orbital_gap_ev": 10.0,
  "e_lumo_ev": 0.55,
  "relative_energy_kcal_mol": 0.00,
  "homo_energy_ha": -0.346,
  "smiles": "C=C(O)P(O)C(=O)O",
  "mol_weight_g_mol": 136.0
}

***

E_tot across the listed records, respectively: -18123.63976 -25999.40431 -9335.07600 -9335.08223 -9319.73573 -9319.50424 -18620.91620 -9986.72389 -20170.60494 -40858.63195 -57743.30954 -20670.44137 eV.